Entry 1:
C39H88BNO13S8Sn as an isolated structure in a non-equilibrium geometry. Source: OMol25; level of theory: the ωB97M-V functional and the def2-TZVPD basis.

```
151
Properties=species:S:1:pos:R:3:mulliken_charge:R:1
Sn -10.96 5.41 -18.71 1.09
C -11.70 9.04 -17.51 -1.05
C -10.17 9.33 -17.63 1.93
C -9.54 9.20 -16.22 -0.84
C -8.01 9.25 -16.19 0.23
C -7.36 8.32 -17.16 -1.32
C -7.98 8.29 -18.60 2.55
N -9.46 8.37 -18.50 1.39
O -10.15 8.19 -19.78 -0.74
C -7.55 6.91 -19.12 -1.15
C -7.33 9.30 -19.55 -2.47
C -9.85 10.80 -18.06 -0.97
H -12.09 9.22 -18.51 0.46
H -12.20 9.81 -16.91 0.04
H -11.75 8.00 -17.21 -0.15
H -9.80 8.24 -15.77 -0.72
H -9.85 9.96 -15.51 0.41
H -7.70 9.05 -15.16 0.18
H -7.73 10.29 -16.37 -0.22
H -7.08 7.38 -16.66 0.25
H -6.29 8.54 -17.21 0.18
H -8.09 6.18 -18.52 -0.16
H -6.52 6.64 -18.90 -0.26
H -7.71 6.80 -20.20 0.53
H -8.01 9.77 -20.26 0.26
H -6.50 8.93 -20.15 0.50
H -6.86 10.09 -18.96 0.38
H -8.83 11.19 -18.10 0.18
H -10.58 11.45 -17.58 0.20
H -10.23 10.98 -19.07 -0.63
B -9.60 4.87 -21.57 1.13
H -9.01 5.09 -22.44 -0.22
H -9.00 4.99 -20.68 -0.64
H -10.50 5.46 -21.46 -0.40
H -9.92 3.84 -21.56 -0.30
C -14.62 6.79 -15.14 -0.47
S -14.93 6.32 -16.90 0.44
O -13.60 5.91 -17.49 -0.50
C -15.78 4.76 -16.64 -1.06
H -14.20 7.79 -15.06 0.03
H -14.12 5.98 -14.61 -0.02
H -15.62 6.81 -14.71 0.52
H -15.84 4.10 -17.51 0.38
H -16.79 5.05 -16.34 0.38
H -15.29 4.10 -15.93 0.28
C -9.37 6.48 -13.60 -0.55
S -10.55 5.19 -14.15 0.28
O -11.10 5.47 -15.54 -0.32
C -12.06 5.80 -13.09 -0.96
H -9.00 6.19 -12.62 0.64
H -9.92 7.42 -13.48 0.19
H -8.60 6.72 -14.33 -0.08
H -12.34 6.79 -13.45 -0.05
H -11.73 6.02 -12.07 0.47
H -12.95 5.18 -12.99 0.43
C -8.50 11.46 -9.66 -0.89
S -8.82 9.92 -10.72 0.33
O -10.22 10.18 -11.35 -0.55
C -7.53 10.18 -11.98 -0.89
H -9.08 12.22 -10.20 0.29
H -7.45 11.71 -9.79 0.29
H -8.67 11.44 -8.58 0.35
H -7.74 11.08 -12.56 0.23
H -7.36 9.33 -12.65 0.26
H -6.60 10.17 -11.42 0.50
C -14.33 9.80 -12.22 -0.66
S -14.04 11.33 -13.21 0.55
O -13.67 12.47 -12.24 -0.65
C -12.40 10.86 -13.88 0.07
H -15.17 9.88 -11.53 0.40
H -13.47 9.63 -11.57 0.18
H -14.51 8.93 -12.85 0.09
H -12.38 11.57 -14.71 -0.12
H -12.40 9.83 -14.25 -0.02
H -11.75 10.93 -13.01 0.24
C -8.92 2.36 -15.64 -0.87
S -8.32 2.86 -17.26 0.38
O -8.59 4.37 -17.19 -0.52
C -6.51 2.45 -17.03 -0.97
H -9.97 2.67 -15.67 0.20
H -8.59 2.94 -14.78 0.28
H -8.85 1.27 -15.70 0.46
H -5.94 3.19 -17.60 0.31
H -6.19 1.46 -17.33 0.39
H -6.20 2.73 -16.02 0.31
C -10.53 12.72 -23.58 -0.46
S -12.02 11.69 -23.33 0.36
O -11.64 10.22 -23.61 -0.56
C -12.20 11.98 -21.51 -0.54
H -10.64 13.79 -23.42 0.40
H -10.13 12.68 -24.59 0.40
H -9.71 12.38 -22.93 -0.26
H -12.40 13.03 -21.32 0.45
H -11.29 11.68 -21.00 -0.18
H -13.11 11.50 -21.14 0.32
C -5.47 12.38 -14.55 -0.83
S -6.00 14.05 -14.04 0.57
O -7.38 13.82 -13.41 -0.65
C -4.77 14.12 -12.65 -1.05
H -4.40 12.42 -14.73 0.50
H -6.02 11.89 -15.36 0.16
H -5.46 11.84 -13.61 0.31
H -5.28 13.58 -11.86 0.28
H -4.78 15.14 -12.26 0.36
H -3.76 13.76 -12.84 0.33
C -14.43 12.33 -17.91 -0.62
S -13.20 13.12 -16.83 0.66
O -12.26 13.79 -17.86 -0.66
C -14.35 14.42 -16.20 -1.18
H -14.61 11.36 -17.44 0.32
H -13.93 11.99 -18.82 -0.03
H -15.39 12.76 -18.19 0.41
H -13.89 14.92 -15.35 0.37
H -15.34 14.12 -15.86 0.37
H -14.58 15.28 -16.83 0.39
C -8.58 14.51 -18.51 0.03
C -7.84 14.85 -17.39 -0.69
C -6.54 15.37 -17.56 -0.24
C -6.03 15.55 -18.80 -0.82
C -6.85 15.21 -19.85 -0.17
C -8.07 14.67 -19.80 -0.63
H -9.42 13.85 -18.34 0.48
H -8.34 14.71 -16.44 0.52
H -5.86 15.54 -16.73 0.38
H -5.19 16.17 -19.09 0.37
H -6.39 15.30 -20.82 0.31
H -8.55 14.30 -20.69 0.48
O -3.76 9.95 -15.20 -0.63
C -3.65 8.89 -15.84 0.55
O -3.61 8.75 -17.13 -0.33
C -3.36 7.48 -17.64 -0.10
C -3.19 6.65 -16.33 -0.63
C -3.96 7.45 -15.28 -0.08
H -2.39 7.47 -18.13 0.35
H -4.21 7.19 -18.25 0.07
H -2.17 6.43 -15.99 0.31
H -3.70 5.69 -16.44 0.26
H -3.56 7.19 -14.30 0.40
H -5.04 7.32 -15.32 -0.09
O -8.29 10.29 -23.33 -0.55
C -7.21 10.58 -22.88 0.50
O -7.04 11.67 -22.02 -0.13
C -5.71 11.89 -21.69 -0.50
C -5.05 10.52 -22.01 -0.08
C -5.90 9.85 -23.08 -0.51
H -5.58 12.07 -20.62 0.30
H -5.22 12.68 -22.24 0.33
H -5.11 9.94 -21.09 -0.21
H -3.99 10.72 -22.17 0.49
H -6.03 8.80 -22.82 0.29
H -5.63 10.10 -24.11 0.32
```

The calculation puts the HOMO energy at -5.83 eV. The net charge is 0. The value obtained for the HOMO-LUMO gap is 5.01 eV. The total energy is -163148.671 eV. Its strongest force on any atom is 5.25 eV Å⁻¹. As for the spin multiplicity: 1.

=====

Entry 2:
A 7-piece molecular cluster, C39H88N4O7 overall in a non-equilibrium geometry. Source: OMol25; level of theory: the ωB97M-V functional and the def2-TZVPD basis.

```
138
Properties=species:S:1:pos:R:3:mulliken_charge:R:1
C 17.87 8.86 3.93 -0.70
O 17.06 9.43 4.93 -0.31
H 18.85 9.33 3.82 0.32
H 18.08 7.85 4.27 0.14
H 17.28 8.78 3.02 0.51
H 17.73 9.73 5.56 0.09
C 19.84 11.38 6.15 -0.40
O 18.79 10.86 6.86 -0.73
H 19.39 11.92 5.31 0.20
H 20.48 11.98 6.80 0.32
H 20.48 10.60 5.75 0.12
H 18.14 11.56 6.99 0.29
C 13.66 11.14 4.40 -0.63
O 15.10 11.40 4.60 -0.45
H 13.09 10.99 5.32 0.28
H 13.28 12.06 3.94 0.26
H 13.51 10.28 3.76 0.26
H 15.62 10.61 4.78 0.42
C 16.16 5.41 3.05 -2.04
C 15.34 4.79 4.17 1.56
C 15.85 3.26 4.20 -1.24
C 15.60 2.62 5.56 -0.73
C 16.24 3.42 6.69 -0.99
C 15.62 4.82 6.72 1.51
N 15.60 5.48 5.41 1.00
O 15.02 6.75 5.44 -0.56
C 14.26 4.72 7.50 -1.82
C 16.57 5.69 7.62 -2.35
C 13.86 4.80 3.80 -1.59
H 16.17 4.93 2.07 0.39
H 17.19 5.51 3.40 0.44
H 15.89 6.47 3.02 0.31
H 15.44 2.56 3.47 0.42
H 16.87 3.26 3.83 0.39
H 16.13 1.68 5.40 0.44
H 14.55 2.37 5.72 0.31
H 17.30 3.55 6.51 0.25
H 16.08 2.96 7.67 0.52
H 14.23 4.00 8.32 0.35
H 13.81 5.69 7.73 0.36
H 13.45 4.35 6.86 0.42
H 16.84 5.18 8.54 0.45
H 17.56 5.65 7.16 0.36
H 16.29 6.74 7.72 0.46
H 13.20 4.61 4.65 0.33
H 13.60 4.00 3.10 0.37
H 13.46 5.74 3.41 0.30
H 15.74 7.38 5.57 0.33
C 16.36 14.08 -0.23 -1.61
C 17.91 14.09 -0.03 1.27
C 18.22 14.07 1.53 -1.27
C 17.90 12.67 2.08 -0.26
C 18.78 11.67 1.42 -0.67
C 18.69 11.60 -0.20 1.88
N 18.72 13.04 -0.71 0.32
O 18.54 13.04 -2.08 -0.52
C 19.98 10.93 -0.60 -2.09
C 17.43 10.81 -0.63 -1.74
C 18.52 15.45 -0.58 -1.85
H 15.97 13.98 -1.25 0.34
H 15.99 15.04 0.13 0.43
H 15.92 13.31 0.40 0.34
H 19.25 14.38 1.67 0.36
H 17.64 14.78 2.11 0.46
H 16.85 12.38 1.99 0.31
H 18.05 12.53 3.15 -0.03
H 18.56 10.73 1.91 -0.19
H 19.84 11.81 1.61 0.51
H 20.14 9.92 -0.23 0.31
H 20.08 10.66 -1.65 0.55
H 20.91 11.47 -0.46 0.44
H 16.58 10.94 0.04 0.33
H 17.07 11.17 -1.60 0.32
H 17.73 9.76 -0.58 0.43
H 18.23 15.68 -1.61 0.37
H 19.61 15.47 -0.49 0.43
H 18.16 16.26 0.05 0.42
H 19.42 12.86 -2.40 0.39
C 20.41 7.16 2.54 -1.53
C 21.68 6.43 2.08 2.33
C 21.80 5.22 2.99 -0.94
C 22.82 4.17 2.65 -0.88
C 22.63 3.74 1.19 -1.30
C 22.40 4.93 0.18 1.53
N 21.47 6.01 0.69 0.24
O 21.22 7.09 -0.09 -0.34
C 23.84 5.45 -0.28 -1.68
C 21.65 4.42 -1.11 -2.09
C 22.90 7.29 2.42 -1.74
H 19.47 6.74 2.17 0.46
H 20.40 8.19 2.19 0.31
H 20.36 7.26 3.63 -0.44
H 22.08 5.62 3.96 0.11
H 20.87 4.64 3.04 0.45
H 22.76 3.32 3.34 0.44
H 23.75 4.68 2.84 0.37
H 21.79 3.08 0.94 0.41
H 23.56 3.29 0.85 0.40
H 24.27 4.86 -1.09 0.46
H 23.82 6.49 -0.61 0.27
H 24.50 5.40 0.59 0.39
H 22.27 3.60 -1.46 0.51
H 20.66 4.00 -0.95 0.35
H 21.66 5.19 -1.87 0.58
H 22.79 7.89 3.32 0.32
H 23.07 7.98 1.59 0.37
H 23.85 6.76 2.36 0.37
H 20.60 6.80 -0.76 0.34
C 20.36 7.96 11.19 -1.70
C 21.12 8.65 10.05 1.32
C 22.65 8.41 10.09 -1.22
C 23.11 7.09 9.52 -0.83
C 22.55 6.98 8.04 -1.54
C 21.02 7.14 7.98 2.64
N 20.65 8.41 8.67 0.62
O 19.37 8.73 8.50 -0.41
C 20.76 7.37 6.48 -2.59
C 20.30 5.88 8.49 -1.76
C 20.98 10.17 10.40 -2.06
H 19.31 8.25 11.12 0.35
H 20.48 6.88 11.07 0.35
H 20.71 8.35 12.14 0.48
H 23.18 9.26 9.68 0.45
H 22.98 8.42 11.13 0.37
H 24.19 7.04 9.52 0.44
H 22.75 6.29 10.17 0.35
H 22.79 6.11 7.43 0.46
H 23.07 7.80 7.54 0.47
H 21.27 8.26 6.10 0.29
H 19.71 7.48 6.22 0.35
H 21.09 6.45 6.00 0.32
H 20.03 5.28 7.62 0.44
H 19.42 6.24 9.02 0.42
H 20.88 5.24 9.16 0.25
H 21.41 10.45 11.36 0.44
H 21.37 10.81 9.62 0.39
H 19.92 10.41 10.53 0.42
H 19.45 9.47 7.91 0.46
```

The calculation puts the HOMO energy at -8.03 eV. The SMILES is CC1(C)CCCC(C)(C)N1O.CC1(C)CCCC(C)(C)N1O.CC1(C)CCCC(C)(C)N1O.CC1(C)CCCC(C)(C)N1O.CO.CO.CO. The net charge is 0. The value obtained for the HOMO-LUMO gap is 8.47 eV. The total energy is -62154.951 eV. Its strongest force on any atom is 4.31 eV Å⁻¹. Its energy above the lowest of the compared OMol25 structures with the same formula, charge and spin is 393.9 kJ/mol. As for the spin multiplicity: 1.